Molecular formula: C5H15NO2
Method: DFT, ωB97M-V/def2-TZVPD

Structure (XYZ):
```
23
Properties=species:S:1:pos:R:3
H 2.7816 1.9141 -0.2290
C -2.1840 -1.7774 -0.7649
H -0.5567 -2.0447 0.6324
H -2.3502 -2.8444 -0.6799
O 0.9568 0.2018 -2.4967
O 2.2572 2.2006 0.5264
H -0.0832 -1.6812 -1.0169
C 0.5821 0.4099 0.6296
H -2.2638 -1.4907 -1.8104
C 0.6228 0.3216 2.1413
N -0.6940 -0.0065 0.0356
C -0.7890 -1.4371 -0.2377
H 0.2753 2.4975 0.8189
H 0.7193 -0.6472 2.6302
H -2.9472 -1.2673 -0.1880
H -0.2245 0.8722 2.5625
C 0.8931 1.8498 0.2026
H 0.7601 1.9956 -0.8615
H 0.1367 0.3922 -2.0151
H 1.3617 -0.2092 0.1889
H 1.4992 0.8697 2.5120
H -1.4498 0.2314 0.6654
H 0.6967 -0.3507 -3.2457
```

Net charge: 0
Total energy: -404.72322 Eh
Relative energy (zero: lowest compared OMol25 entry of this formula, charge and spin): 19.98 kcal/mol
Molar mass: 121.18 Da
Orbital gap: 9.99 eV
F_max: 1.23 eV Å⁻¹
SMILES: CCN[C@H](C)CO.O
E_LUMO: 0.8 eV



Molecular formula: C5H15NO2
Method: DFT, ωB97M-V/def2-TZVPD

Structure (XYZ):
```
23
Properties=species:S:1:pos:R:3
C 1.7538 0.6301 1.9404
H -0.9627 -0.0506 1.6363
H 1.0718 1.4550 1.7450
C -1.6523 1.2907 -0.7403
C -0.7561 -0.2280 -2.4112
H 2.6289 -1.0375 0.7985
N -0.5330 0.4400 -1.1327
H -0.1420 -0.9098 -0.1546
C -0.2454 -1.6569 0.8287
H -1.9283 2.0168 -1.5172
H -1.0174 0.4706 -3.2157
H -0.7598 -2.5197 0.3861
O -1.2162 -0.9776 1.6226
H -1.5673 -0.9471 -2.2887
C 2.1443 -0.0534 0.6635
H 1.2833 -0.0694 2.6285
H -1.3889 1.8383 0.1627
H 0.5222 -2.1021 1.4728
H -2.5148 0.6574 -0.5294
H 0.1568 -0.7535 -2.6840
O 2.1468 0.4943 -0.4242
H 0.3208 0.9957 -1.2038
H 2.6552 1.0168 2.4167
```

Net charge: 0
Total energy: -404.65452 Eh
Relative energy (zero: lowest compared OMol25 entry of this formula, charge and spin): 63.09 kcal/mol
Molar mass: 121.18 Da
Orbital gap: 9.44 eV
F_max: 3.30 eV Å⁻¹
SMILES: CC=O.CNC.CO
E_LUMO: 0.9 eV



Molecular formula: C5H15NO2
Method: DFT, ωB97M-V/def2-TZVPD

Structure (XYZ):
```
23
Properties=species:S:1:pos:R:3
H -1.9552 1.1634 1.5924
H 0.3017 2.7688 1.0902
H 0.7092 0.8587 -0.8756
H -0.7065 -2.2154 -0.8758
N 1.1246 -0.4553 0.6906
O -0.1491 1.5545 -2.0220
H -1.9168 2.1959 0.2017
O -1.0684 -1.6972 1.1902
C 1.0753 0.8770 0.2351
H 2.0486 1.3796 0.2500
H -1.4102 0.5015 0.0632
H 0.1962 -0.6208 1.1785
H -1.6838 -2.1423 1.7842
H 0.1420 1.3660 2.0925
C 1.3261 -1.4529 -0.3239
C -1.3863 1.3815 0.6903
H -1.0311 1.1494 -2.0522
C 0.1545 -1.7323 -1.3301
H -0.2507 -0.7513 -1.5618
H 0.6015 -2.2657 -2.1626
H 2.1670 -1.1287 -0.9458
C 0.0920 1.7052 1.0528
H 1.6194 -2.4395 0.0379
```

Net charge: 0
Total energy: -404.44871 Eh
Relative energy (zero: lowest compared OMol25 entry of this formula, charge and spin): 192.24 kcal/mol
Molar mass: 121.18 Da
Orbital gap: 4.21 eV
F_max: 3.89 eV Å⁻¹
E_LUMO: -4.2 eV



Molecular formula: C5H15NO2
Method: DFT, ωB97M-V/def2-TZVPD

Structure (XYZ):
```
23
Properties=species:S:1:pos:R:3
H 0.9438 -0.5179 -0.6787
H 3.4246 -1.5823 1.1085
H -0.4606 2.5705 1.6165
C -0.8408 -1.8228 1.0049
H -2.1115 -0.1826 1.4098
H -1.4687 -1.0084 -2.4049
H -1.6306 -2.2775 1.6437
C -0.8140 0.3079 -0.2984
H -1.2547 -2.1509 0.0477
N 0.2164 -0.2170 -1.2624
H 0.8024 1.8293 0.2298
C -1.0302 -0.2986 1.1988
H -1.8625 0.3078 -0.7377
C -0.2350 1.8757 -0.2171
C -0.3829 -1.2414 -2.2367
H 3.5590 -0.6475 0.0180
H -0.2253 -2.2698 -1.9001
H -0.1516 2.2941 -1.1706
H 0.0628 -1.3319 -3.2910
H -0.4202 0.1742 1.9733
O -0.9525 2.6217 0.7102
O 3.3200 -0.6626 0.9213
H 0.1555 -2.2855 1.2111
```

Net charge: 0
Total energy: -404.64786 Eh
Relative energy (zero: lowest compared OMol25 entry of this formula, charge and spin): 67.27 kcal/mol
Molar mass: 121.18 Da
Orbital gap: 9.10 eV
F_max: 4.65 eV Å⁻¹
SMILES: CC[C@@H](CO)NC.O
E_LUMO: 0.6 eV



Molecular formula: C5H15NO2
Method: DFT, ωB97M-V/def2-TZVPD

Structure (XYZ):
```
23
Properties=species:S:1:pos:R:3
H -1.1717 -0.8969 2.3977
H -2.6159 0.3534 1.2769
H 0.2220 -2.0914 -3.6418
H 3.2068 1.3221 -0.2426
H 0.3218 -0.4326 2.7725
H 0.1955 -1.8469 1.6664
C -0.2023 -0.8643 1.8972
H -0.0175 1.2413 1.2704
O -0.5985 -2.0451 -3.1329
H -0.3328 -1.7401 -2.2574
C 1.3566 0.0127 0.1059
H -1.2114 -0.5423 -0.6250
H 1.9531 -0.6432 0.7508
C -2.2932 0.8310 0.3407
H -2.2873 1.9070 0.4868
C 2.1224 1.3236 -0.1296
H -3.1044 0.6089 -0.3587
H 1.7802 1.9597 0.6923
C 0.0132 0.2262 0.8621
O 1.1799 -0.6780 -1.1163
H 1.8142 1.7754 -1.0711
N -1.0303 0.3492 -0.1913
H 0.6997 -0.1296 -1.7530
```

Net charge: 0
Total energy: -404.70423 Eh
Relative energy (zero: lowest compared OMol25 entry of this formula, charge and spin): 31.90 kcal/mol
Molar mass: 121.18 Da
Orbital gap: 10.04 eV
F_max: 2.46 eV Å⁻¹
SMILES: CN[C@@H](C)[C@H](C)O.O
E_LUMO: 0.9 eV